# 1
A gas-phase ion, C3H7ClN3 (charge +1), computed with ωB97M-V/def2-TZVPD.

Computed properties:
Relative energy (zero: lowest compared OMol25 entry of this formula, charge and spin): 51.54 kcal/mol
HOMO-LUMO gap: 10.12 eV
SMILES: [NH3+][C@H]1NC=N[C@@H]1Cl
Calculated total energy: -20208.5067 eV

ORCA input file:
```
! wB97M-V def2-TZVPD RIJCOSX def2/J DEFGRID3
* xyz 1 1
H 0.239 1.630 0.394
H -2.053 0.142 0.712
N 0.645 -1.077 -1.672
H -1.224 1.065 1.914
H -1.440 -0.175 -1.427
C 1.355 -1.243 -0.677
C 0.135 0.556 0.145
N 1.218 -0.308 0.395
H 1.906 -2.138 -0.284
H -1.029 -0.609 1.795
N -1.085 0.263 1.232
Cl -0.226 1.608 -2.347
H 1.955 0.006 1.025
C -0.397 0.279 -1.207
*
```


# 2
A single C4H4N4O3 molecule, computed with ωB97M-V/def2-TZVPD.

Computed properties:
Relative energy (zero: lowest compared OMol25 entry of this formula, charge and spin): 74.00 kcal/mol
HOMO-LUMO gap: 8.69 eV
SMILES: O=NNc1cnc(O)[nH]c1=O
Calculated total energy: -16311.1923 eV

ORCA input file:
```
! wB97M-V def2-TZVPD RIJCOSX def2/J DEFGRID3
* xyz 0 1
C 0.771 0.023 0.356
C -1.999 -0.472 -0.094
N 1.923 0.635 0.468
C 0.136 -1.243 0.038
N -1.177 -1.435 -0.186
N -1.592 0.796 0.026
H -3.686 -1.314 -0.240
O -3.358 -0.472 0.178
N 2.958 -0.100 0.002
C -0.311 1.168 -0.071
H 2.311 1.662 0.400
O 2.862 -1.283 -0.315
H -2.513 1.416 0.134
H 0.858 -2.160 0.245
O 0.079 2.289 -0.373
*
```


# 3
A single C4H7NO molecule, computed with ωB97M-V/def2-TZVPD.

Computed properties:
Relative energy (zero: lowest compared OMol25 entry of this formula, charge and spin): 42.89 kcal/mol
HOMO-LUMO gap: 9.38 eV
SMILES: CC/N=C\C=O
Calculated total energy: -7797.7844 eV

ORCA input file:
```
! wB97M-V def2-TZVPD RIJCOSX def2/J DEFGRID3
* xyz 0 1
C 0.349 0.647 -0.652
H 2.449 0.529 -0.202
H 1.783 2.175 -0.046
C -1.896 -0.958 0.550
H 1.440 0.945 1.192
H -0.552 1.143 -0.266
H 0.445 0.917 -1.710
H -2.146 0.113 0.441
O -2.663 -1.724 1.086
C 1.581 1.113 0.119
H -0.485 -2.540 0.074
C -0.597 -1.456 -0.015
N 0.335 -0.806 -0.577
*
```


no.,strongest force on any atom (eV/A),LUMO energy (eV),HOMO energy (eV)
1,4.71,-3.97,-14.09
2,10.44,0.08,-8.62
3,0.49,-0.20,-9.58